ORCA calculation (ωB97M-V with the def2-TZVPD basis set) on a single C3H5N3 molecule.

Cartesian coordinates (Å):
C -0.615 -0.596 -1.472
N -0.911 0.231 -0.324
C -0.053 0.367 0.600
N 1.277 -0.031 0.635
C -0.556 0.925 1.853
N -0.978 1.308 2.860
H -1.010 -0.149 -2.387
H 0.440 -0.870 -1.633
H -1.187 -1.511 -1.289
H 1.776 0.038 -0.241
H 1.814 0.298 1.424

The value obtained for the largest force on an atom is 0.0217 Eh/bohr. As for the total charge: 0. As for the total energy: -281.55223 hartree. The HOMO energy is -9.85 eV. As for the frontier orbital gap: 10.48 eV.